# C38H27IN4O13P2Ti

A molecular structure, C38H27IN4O13P2Ti (ωB97M-V/def2-TZVPD, the Open Molecules 2025 dataset).

Output
HOMO   -6.965 eV
Calculated total energy   -122211.4537 eV
Kohn-Sham gap   0.1450 hartree
Maximum force   0.0959 Eh/bohr
Total charge   0

Last column: Mulliken charge in e.
Element x y z (Å)
Ti (-1.33, 1.28, -0.29)  -0.505
O (-6.28, 1.22, 4.84)  -0.709
C (-5.60, 2.29, 4.63)  0.266
O (-5.65, 3.45, 5.17)  -0.723
C (-4.61, 2.19, 3.53)  0.556
C (-3.45, 2.98, 3.51)  -1.246
C (-2.55, 2.73, 2.48)  -0.287
N (-2.81, 1.92, 1.42)  0.472
C (-3.99, 1.25, 1.34)  0.691
C (-4.86, 1.32, 2.45)  -0.697
C (-4.23, 0.39, 0.15)  -0.024
O (-5.14, -0.42, 0.14)  -0.676
O (-3.25, 0.57, -0.78)  -0.575
H (-3.24, 3.71, 4.29)  0.516
H (-1.59, 3.25, 2.44)  0.496
H (-5.74, 0.68, 2.45)  0.592
O (-0.83, 0.06, -1.79)  -0.698
P (0.55, -0.50, -2.12)  0.345
C (1.33, -0.78, -0.42)  -0.765
P (-0.01, -1.41, 0.73)  0.896
O (-1.04, -0.32, 0.95)  0.576
C (-0.74, -2.85, 0.07)  0.620
C (-2.12, -2.86, -0.26)  -0.627
C (-2.73, -4.05, -0.67)  -0.756
C (-1.96, -5.18, -0.86)  -0.539
C (-0.57, -5.15, -0.67)  -0.760
C (0.02, -4.01, -0.15)  -0.606
C (0.75, -1.84, 2.25)  1.044
C (-0.04, -1.79, 3.43)  -0.783
C (0.44, -2.33, 4.61)  -0.786
C (1.74, -2.85, 4.66)  -0.529
C (2.53, -2.91, 3.52)  -0.799
C (2.04, -2.41, 2.31)  -0.468
C (1.28, 0.50, -3.41)  1.126
C (0.42, 1.21, -4.27)  -0.339
C (0.93, 1.91, -5.36)  -0.739
C (2.29, 1.87, -5.62)  -0.534
C (3.15, 1.17, -4.78)  -0.819
C (2.65, 0.46, -3.69)  -0.505
C (0.67, -2.08, -2.82)  1.484
C (1.92, -2.73, -2.84)  -0.494
C (2.02, -3.99, -3.41)  -0.836
C (0.89, -4.57, -4.00)  -0.531
C (-0.34, -3.92, -3.99)  -0.811
C (-0.46, -2.68, -3.38)  -0.627
H (1.67, 0.20, -0.04)  0.154
H (2.20, -1.46, -0.48)  0.900
H (-2.71, -1.96, -0.19)  0.440
H (-3.80, -4.07, -0.83)  0.531
H (-2.42, -6.09, -1.22)  0.421
H (0.03, -6.02, -0.92)  0.471
H (1.11, -4.01, 0.05)  0.376
H (-1.02, -1.33, 3.42)  0.451
H (-0.18, -2.31, 5.49)  0.447
H (2.13, -3.21, 5.60)  0.411
H (3.53, -3.32, 3.57)  0.442
H (2.70, -2.41, 1.45)  0.247
H (-0.64, 1.27, -4.03)  0.365
H (0.24, 2.45, -5.97)  0.497
H (2.69, 2.43, -6.45)  0.404
H (4.21, 1.21, -4.97)  0.425
H (3.33, -0.06, -3.02)  0.330
H (2.80, -2.24, -2.45)  0.237
H (2.97, -4.52, -3.46)  0.450
H (0.98, -5.53, -4.50)  0.427
H (-1.21, -4.39, -4.43)  0.482
H (-1.41, -2.14, -3.36)  0.443
I (-2.27, 3.66, -1.30)  -0.058
O (3.90, 6.28, 2.79)  -0.589
N (3.71, 5.88, 1.59)  0.985
O (4.24, 6.39, 0.56)  -0.594
C (2.81, 4.83, 1.42)  -0.680
C (2.30, 4.25, 2.56)  -0.329
C (1.42, 3.21, 2.32)  -0.855
C (0.88, 2.94, 1.06)  1.243
O (-0.26, 2.26, 0.98)  1.234
C (1.55, 3.54, -0.03)  -0.755
C (2.47, 4.55, 0.11)  -0.357
N (1.27, 3.08, -1.36)  0.863
O (1.80, 3.57, -2.36)  -0.603
O (0.41, 2.11, -1.46)  0.030
N (0.97, 2.40, 3.42)  0.819
O (1.21, 2.91, 4.56)  -0.625
O (0.39, 1.27, 3.29)  -0.362
H (2.59, 4.60, 3.55)  0.665
H (2.91, 5.05, -0.74)  0.734